# 1
DFT (ωB97M-V/def2-TZVPD) results for a cluster of 2 separate species, C3H7OS in total in a non-equilibrium geometry.

The calculation puts the maximum force at 0.0265 hartree/bohr. Its net charge is -1. The calculation puts the LUMO energy at 4.265 eV. The relative energy (zero: lowest compared OMol25 entry of this formula, charge and spin) comes out at 0.946 eV. The multiplicity is 1.

Last column: Mulliken charge in e.
Geometry (Å):
1 C -1.31 -2.57 0.67  -0.72
2 S -0.92 -0.82 1.05  -0.64
3 H -2.19 -2.62 0.04  0.20
4 H -1.45 -3.20 1.55  0.23
5 H -0.47 -3.01 0.13  0.21
6 C 1.60 2.65 -1.22  -0.83
7 C 1.29 1.50 -0.59  0.07
8 O 0.47 0.59 -1.07  -0.48
9 H 2.52 3.17 -0.99  0.23
10 H 1.18 2.85 -2.20  0.26
11 H 1.53 1.36 0.47  0.30
12 H -0.13 0.05 -0.38  0.18



# 2
DFT (ωB97M-V/def2-TZVPD) results for a structure of composition C13H16MnSi.

The calculation puts the maximum force at 0.0085 hartree/bohr. Its net charge is +1. The calculation puts the LUMO energy (alpha / beta) at -4.423 / -3.765 eV. The relative energy (zero: lowest compared OMol25 entry of this formula, charge and spin) comes out at 0.000 eV. The multiplicity is 5.

Last column: Löwdin spin population.
Geometry (Å):
1 Mn -0.69 1.23 -0.17  4.13
2 C 0.30 1.34 1.83  -0.01
3 C 0.92 0.29 1.07  -0.01
4 C 1.59 0.89 -0.02  0.04
5 C 1.36 2.29 0.03  0.02
6 C 0.59 2.57 1.19  0.04
7 H -0.26 1.21 2.74  0.00
8 H 0.90 -0.76 1.31  0.00
9 H 2.15 0.37 -0.78  0.00
10 H 1.73 3.02 -0.67  0.00
11 H 0.25 3.54 1.50  0.01
12 C -2.48 -1.98 0.00  -0.03
13 Si -2.60 -0.16 0.36  -0.17
14 C -3.67 0.27 1.82  -0.03
15 C -2.96 0.95 -1.12  -0.02
16 C -4.18 1.64 -1.24  0.00
17 C -4.45 2.44 -2.32  0.00
18 C -3.49 2.65 -3.31  0.00
19 C -2.26 2.05 -3.21  0.01
20 C -2.00 1.20 -2.12  0.01
21 H -3.47 -2.37 -0.22  -0.01
22 H -2.09 -2.53 0.86  0.00
23 H -1.84 -2.19 -0.86  0.00
24 H -4.71 -0.01 1.63  -0.01
25 H -3.64 1.33 2.06  0.00
26 H -3.36 -0.29 2.70  0.00
27 H -4.95 1.51 -0.48  0.00
28 H -5.42 2.92 -2.41  0.00
29 H -3.72 3.29 -4.16  0.00
30 H -1.49 2.21 -3.95  0.00
31 H -1.03 0.67 -2.16  0.01



# 3
DFT (ωB97M-V/def2-TZVPD) results for a cluster of 8 separate species, C53H61F9N10O6PS in total in a non-equilibrium geometry.

The calculation puts the maximum force at 0.2103 hartree/bohr. Its net charge is +1. The calculation puts the LUMO energy at -6.026 eV. The multiplicity is 1.

Last column: Mulliken charge in e.
Geometry (Å):
1 C -1.01 -0.18 5.17  -0.84
2 C -1.38 0.27 3.64  0.01
3 C -2.38 -0.84 2.98  -0.49
4 C -3.46 -0.05 2.04  -0.66
5 C -2.74 0.87 0.84  0.08
6 C -3.69 0.70 -0.48  -0.39
7 C -3.21 1.52 -1.81  -0.67
8 N -1.85 1.05 -2.38  0.83
9 C -1.36 -0.36 -2.35  0.24
10 C 0.02 -1.00 -2.93  -0.11
11 O 0.39 -2.42 -2.79  -0.41
12 C 1.25 -2.46 -1.59  0.25
13 C 1.27 -3.90 -0.80  0.07
14 C 2.84 -4.19 -0.34  -0.91
15 O 0.52 -3.67 0.48  -0.51
16 C 0.94 0.16 -3.70  0.30
17 S 2.56 -0.26 -4.53  0.95
18 O 2.64 0.18 -6.04  -0.48
19 O 2.73 -1.82 -4.60  -0.54
20 C 4.10 0.44 -3.71  0.81
21 F 4.54 1.58 -4.59  -0.28
22 F 3.67 0.91 -2.35  -0.27
23 C 5.31 -0.63 -3.46  0.44
24 F 5.69 -1.45 -4.65  -0.24
25 F 4.78 -1.63 -2.45  -0.26
26 C 6.66 -0.02 -2.78  0.47
27 F 7.57 -1.20 -2.52  -0.27
28 F 6.45 0.61 -1.44  -0.24
29 C 7.52 1.03 -3.69  0.66
30 F 7.32 2.47 -3.27  -0.22
31 F 8.98 0.74 -3.41  -0.24
32 F 7.35 0.91 -5.15  -0.19
33 C 0.17 1.60 -3.60  -0.34
34 P 1.10 3.12 -4.40  1.02
35 N 1.36 2.94 -5.98  -0.63
36 O 2.52 3.44 -3.44  -0.48
37 O 0.12 4.59 -4.26  -0.57
38 N -1.11 2.01 -3.00  -0.74
39 H -0.13 0.53 5.54  0.20
40 H -1.97 -0.02 5.86  0.28
41 H -0.69 -1.32 5.14  0.26
42 H -0.46 0.43 2.93  0.22
43 H -2.00 1.29 3.68  -0.03
44 H -1.85 -1.67 2.33  0.08
45 H -3.00 -1.43 3.81  0.31
46 H -4.08 -0.89 1.47  0.35
47 H -4.24 0.56 2.66  0.20
48 H -2.77 1.99 1.27  0.16
49 H -1.62 0.58 0.65  0.15
50 H -3.83 -0.45 -0.66  0.28
51 H -4.76 1.12 -0.19  0.06
52 H -4.02 1.60 -2.65  0.28
53 H -3.00 2.64 -1.46  0.35
54 H -2.09 -1.14 -1.82  0.25
55 H 0.87 -1.62 -0.84  0.32
56 H 2.35 -2.17 -1.87  -0.28
57 H 0.81 -4.78 -1.44  0.45
58 H 3.47 -3.19 -0.28  0.19
59 H 3.35 -4.95 -1.09  0.27
60 H 2.88 -4.71 0.73  0.24
61 H -0.21 -4.35 0.58  0.31
62 H 2.41 3.02 -6.14  0.23
63 H 2.32 3.41 -2.45  0.35
64 H 0.17 5.05 -5.17  0.38
65 N 6.29 -6.09 0.73  -0.48
66 C 6.89 -7.27 0.43  -0.28
67 C 7.63 -7.48 -0.72  -0.32
68 C 7.78 -6.42 -1.61  -0.33
69 C 7.18 -5.20 -1.33  -0.26
70 C 6.45 -5.09 -0.16  -0.26
71 H 6.74 -8.06 1.15  0.37
72 H 8.09 -8.44 -0.91  0.37
73 H 8.36 -6.55 -2.52  0.37
74 H 7.27 -4.36 -2.01  0.36
75 H 5.97 -4.15 0.11  0.46
76 N -4.53 3.57 3.37  -0.35
77 C -3.83 4.71 3.23  -0.24
78 C -4.37 5.89 2.75  -0.48
79 C -5.71 5.91 2.40  -0.45
80 C -6.47 4.75 2.54  -0.25
81 C -5.84 3.61 3.03  -0.15
82 H -2.78 4.64 3.51  0.38
83 H -3.75 6.78 2.66  0.39
84 H -6.17 6.82 2.03  0.38
85 H -7.52 4.73 2.27  0.38
86 H -6.39 2.68 3.16  0.40
87 N 2.40 -6.37 2.72  -0.19
88 C 2.32 -6.20 4.06  -0.26
89 C 2.29 -7.24 4.97  -0.57
90 C 2.35 -8.55 4.48  -0.09
91 C 2.43 -8.76 3.11  -0.78
92 C 2.45 -7.65 2.28  0.00
93 H 2.28 -5.17 4.39  0.40
94 H 2.23 -7.05 6.03  0.36
95 H 2.32 -9.39 5.16  0.37
96 H 2.47 -9.76 2.70  0.37
97 H 2.52 -7.76 1.20  0.38
98 N 2.17 1.36 5.64  -0.34
99 C 3.40 0.96 5.26  -0.32
100 C 4.49 1.81 5.15  -0.48
101 C 4.31 3.16 5.46  -0.13
102 C 3.05 3.60 5.85  -0.57
103 C 2.02 2.67 5.92  -0.04
104 H 3.50 -0.10 5.03  0.40
105 H 5.46 1.43 4.85  0.36
106 H 5.14 3.85 5.39  0.37
107 H 2.87 4.64 6.09  0.35
108 H 1.02 2.97 6.23  0.37
109 N -7.67 3.34 -0.66  -0.34
110 C -8.18 2.09 -0.57  0.19
111 C -9.53 1.80 -0.72  -0.81
112 C -10.41 2.85 -0.98  -0.14
113 C -9.91 4.14 -1.08  -0.45
114 C -8.55 4.33 -0.92  -0.26
115 H -7.46 1.31 -0.36  0.32
116 H -9.89 0.78 -0.63  0.37
117 H -11.47 2.65 -1.10  0.39
118 H -10.57 4.98 -1.28  0.38
119 H -8.11 5.33 -0.99  0.36
120 N -8.09 0.58 4.19  -0.43
121 C -7.80 -0.39 5.08  -0.20
122 C -8.23 -0.39 6.39  -0.45
123 C -9.01 0.68 6.82  -0.15
124 C -9.33 1.70 5.93  -0.57
125 C -8.85 1.60 4.63  -0.05
126 H -7.18 -1.20 4.69  0.37
127 H -7.97 -1.20 7.06  0.35
128 H -9.37 0.72 7.85  0.37
129 H -9.94 2.54 6.24  0.35
130 H -9.07 2.37 3.90  0.41
131 N 4.20 3.58 -7.99  -0.19
132 C 4.80 2.41 -8.30  -0.01
133 C 5.55 2.20 -9.44  -0.77
134 C 5.69 3.25 -10.34  -0.13
135 C 5.09 4.48 -10.05  -0.46
136 C 4.36 4.59 -8.88  -0.29
137 H 4.65 1.61 -7.57  0.38
138 H 6.00 1.23 -9.64  0.36
139 H 6.27 3.13 -11.25  0.38
140 H 5.19 5.32 -10.73  0.36
141 H 3.88 5.52 -8.61  0.35



# 4
DFT (ωB97M-V/def2-TZVPD) results for a structure of composition C11H13N3O3S in a non-equilibrium geometry.

The calculation puts the maximum force at 0.3638 hartree/bohr. Its net charge is 0. The calculation puts the LUMO energy at -0.256 eV. The relative energy (zero: lowest compared OMol25 entry of this formula, charge and spin) comes out at 12.993 eV. The multiplicity is 1.

Last column: Mulliken charge in e.
Geometry (Å):
1 C -3.70 -2.11 -0.29  -1.49
2 C -2.47 -1.26 0.06  0.53
3 N -1.28 -1.64 0.28  -0.86
4 O -0.58 -0.72 0.65  0.16
5 C -1.34 0.27 0.49  0.40
6 C -2.71 0.08 0.31  0.60
7 C -3.87 0.98 0.21  -1.46
8 H -3.42 2.07 -0.47  0.26
9 H -4.54 0.72 -0.76  0.31
10 H -4.26 1.27 0.97  0.52
11 N -0.78 1.82 0.99  -0.49
12 H -1.47 2.46 1.11  0.34
13 S 0.39 2.01 -0.35  1.03
14 O -0.28 2.20 -1.46  -0.56
15 O 0.77 3.46 0.11  -0.81
16 C 1.61 0.98 -0.04  -0.02
17 C 1.70 -0.23 -0.97  -0.42
18 C 2.64 -1.06 -0.87  -0.50
19 C 3.81 -0.76 -0.08  1.00
20 C 3.67 0.30 0.96  -0.86
21 C 2.64 1.17 0.68  0.26
22 H 2.55 2.14 1.57  0.17
23 H 4.50 0.48 1.61  0.33
24 N 4.61 -1.77 0.27  -0.58
25 H 5.50 -1.44 0.38  0.31
26 H 4.84 -2.48 -0.65  0.31
27 H 2.68 -2.04 -1.62  0.05
28 H 0.91 0.02 -1.78  0.36
29 H -4.67 -2.04 0.42  0.24
30 H -4.04 -1.86 -1.30  0.34
31 H -3.41 -3.04 -0.44  0.54